Record 1
Here is C30H44BrClIN4O4Sb2Sc as an isolated structure at a distorted geometry from OMol25. Energies are from ωB97M-V/def2-TZVPD.

CARTESIAN COORDINATES (ANGSTROEM)
Sc: 0.35266 -0.07482 1.28129
O: -1.17422 5.59910 3.94316
C: -0.91246 4.49865 3.25908
C: -0.02296 4.42161 2.18009
C: 0.15047 3.21910 1.54063
N: -0.47524 2.07959 1.88477
C: -1.33817 2.18734 2.90161
Br: -2.34758 0.63519 3.26883
C: -1.58840 3.32918 3.61914
H: -0.70201 6.37559 3.61911
H: 0.51623 5.29495 1.83645
H: 0.81280 3.15661 0.68637
H: -2.31066 3.34838 4.42217
C: -2.41852 -4.68565 -3.29935
Sb: -2.30192 -2.88161 -2.10215
C: -3.67697 -3.62073 -0.60767
C: -3.88089 -1.88542 -3.22476
C: -3.27890 -0.86269 -4.11645
C: -2.97969 -1.23656 -5.42830
C: -2.40355 -0.35692 -6.32616
C: -2.08215 0.92467 -5.91414
C: -2.36997 1.31547 -4.61907
C: -2.98449 0.45860 -3.70112
C: -3.43514 1.07276 -2.40773
Sb: -2.37900 0.84700 -0.47700
C: -0.39079 1.11601 -1.33554
C: -2.77627 2.97360 -0.16518
H: -3.40864 -5.12143 -3.17840
H: -1.66639 -5.41834 -3.01123
H: -2.26729 -4.42386 -4.34568
H: -4.65630 -3.74148 -1.06718
H: -3.74223 -2.91404 0.21910
H: -3.34350 -4.58819 -0.23468
H: -4.58357 -1.47071 -2.50322
H: -4.36493 -2.67648 -3.79421
H: -3.23092 -2.23996 -5.75239
H: -2.21550 -0.66468 -7.34598
H: -1.64033 1.62756 -6.60756
H: -2.16097 2.33539 -4.31424
H: -4.45897 0.76363 -2.19116
H: -3.43194 2.15448 -2.52766
H: -0.18689 2.17174 -1.50361
H: -0.35909 0.58889 -2.28826
H: 0.38232 0.69330 -0.67264
H: -2.20782 3.55209 -0.89316
H: -2.55675 3.32804 0.83870
H: -3.83907 3.12730 -0.35034
C: 3.64573 2.02955 -0.51599
N: 3.80620 2.34095 0.90121
C: 4.92211 3.22205 1.23243
C: 3.01950 1.80280 1.82104
C: 3.28712 2.08715 3.26586
O: 2.05239 1.06265 1.50031
H: 4.57682 1.62287 -0.91164
H: 3.40033 2.93409 -1.07410
H: 2.86005 1.29369 -0.64562
H: 5.17388 3.80934 0.35370
H: 5.80183 2.64780 1.52798
H: 4.66661 3.90238 2.04017
H: 4.26011 1.69107 3.56094
H: 2.51241 1.60798 3.85651
H: 3.28958 3.15619 3.47655
Cl: 2.75976 -3.18551 -3.61175
C: 3.01747 -2.54971 -2.03858
C: 4.12380 -2.91056 -1.28749
C: 4.24512 -2.37665 -0.01162
C: 3.26590 -1.52635 0.46051
N: 2.20966 -1.15069 -0.27215
C: 2.10527 -1.64742 -1.50279
H: 4.86775 -3.58464 -1.68912
H: 5.09708 -2.62632 0.60500
H: 3.31391 -1.12205 1.46432
H: 1.25969 -1.32482 -2.10007
N: -0.63384 -2.00949 4.70846
C: 0.49528 -1.45003 4.29450
O: 0.52026 -0.57478 3.41174
C: 1.76125 -1.92885 4.94063
I: 2.43415 -0.39370 6.28743
H: -1.51286 -1.71262 4.31842
H: -0.65860 -2.70248 5.43794
H: 2.53448 -2.06755 4.19163
H: 1.63009 -2.83016 5.52986
C: 0.19326 -3.73427 1.26261
C: 0.29815 -2.25230 1.32033
O: -0.75719 -1.58784 1.09252
H: 0.27306 -3.98927 0.19726
H: -0.78312 -4.07743 1.61112
H: 1.00210 -4.22731 1.79568

Atomic forces in eV per Å
1.9 0.5 1.0
-0.1 0.1 0.2
0.1 -0.5 -0.3
0.0 0.2 0.0
0.0 0.0 -0.1
-0.1 0.1 0.4
0.1 -0.2 -0.2
-0.3 0.2 0.1
-0.1 0.2 0.1
0.1 0.0 -0.1
0.0 0.0 0.0
0.0 0.0 0.0
0.0 0.0 0.0
0.1 0.3 0.1
-0.4 -0.4 0.0
0.3 0.1 0.0
0.3 0.1 0.4
0.0 0.4 -0.1
0.0 0.1 0.1
0.1 0.0 -0.1
0.1 0.1 -0.1
0.0 -0.1 0.1
0.1 -0.2 -0.3
-0.1 -0.5 0.1
-0.5 0.7 -0.9
-0.3 -0.1 0.3
0.0 -0.4 0.1
0.0 0.0 0.0
0.0 0.1 0.0
0.0 0.0 0.0
0.0 0.0 0.0
0.0 0.0 0.0
0.0 0.0 0.0
0.0 0.0 0.0
-0.1 0.0 0.0
0.0 0.0 0.0
0.0 0.0 0.0
0.0 0.0 0.0
0.0 0.0 0.0
0.0 0.1 0.1
-0.1 0.0 0.0
0.1 0.0 0.1
0.1 -0.1 0.1
0.4 0.3 -0.8
0.0 0.0 0.0
0.0 0.0 0.0
0.0 0.0 0.0
-0.1 -0.1 -0.1
-0.2 -0.1 -0.1
0.2 0.0 0.2
0.2 0.2 -0.1
-0.1 -0.1 0.1
0.6 0.2 0.0
0.0 0.0 0.0
0.0 0.0 0.0
0.0 0.0 0.0
0.0 0.0 0.0
0.0 0.0 0.0
0.0 0.0 0.0
0.0 0.0 0.0
0.0 0.0 0.0
0.0 0.0 0.0
0.0 0.0 0.0
0.2 0.0 0.2
-0.1 0.0 -0.1
0.0 0.0 0.0
0.0 0.1 0.0
0.0 0.1 -0.2
-0.3 0.1 -0.2
0.0 0.0 0.0
0.0 0.0 0.0
0.0 0.0 0.0
0.0 -0.1 0.0
-0.1 -0.1 -0.1
0.1 0.0 0.1
0.2 0.3 0.1
0.0 0.3 0.2
0.0 -0.2 -0.1
0.0 0.1 0.0
0.1 0.0 0.0
0.0 0.0 0.0
0.0 0.0 0.0
0.0 0.2 0.0
0.0 0.2 0.2
-2.0 -2.3 -0.6
0.0 0.0 0.0
0.0 0.0 0.0
0.0 0.0 0.0

The orbital gap comes out at 6.91 eV. Its charge is +2. The energy comes out at -170404.54541 eV. As for the energy above the lowest of the compared OMol25 structures with the same formula, charge and spin: 55.4 kcal/mol.

---

Record 2
Here is C30H44CuN4OP2Si as an isolated structure at a distorted geometry from OMol25. Energies are from ωB97M-V/def2-TZVPD.

CARTESIAN COORDINATES (ANGSTROEM)
Cu: 0.55993 -2.26146 1.63299
C: -0.64133 -4.43577 -0.13579
C: -1.07983 -3.67824 -1.16773
C: -2.50840 -3.50433 -1.44562
C: -3.38589 -3.10945 -0.22505
C: -2.79795 -2.25970 0.81257
C: -1.75499 -2.55045 1.64754
C: -1.55222 -3.95291 2.08087
C: -1.45350 -5.02721 0.93837
C: 0.47419 2.10663 1.87855
H: 0.38381 -4.72111 -0.05817
H: -0.42742 -3.44850 -1.98258
H: -2.86713 -4.46358 -1.82010
H: -2.65696 -2.80081 -2.27876
H: -4.29784 -2.64340 -0.62794
H: -3.68889 -4.01459 0.25854
H: -3.36151 -1.34214 0.93745
H: -1.21681 -1.78175 2.23762
H: -2.30143 -4.23898 2.82589
H: -0.58867 -3.98763 2.61272
H: -0.90597 -5.87634 1.37241
H: -2.41430 -5.36028 0.56344
H: 1.31270 1.46743 1.56081
H: 0.44216 2.15691 2.98604
H: 0.60876 3.11309 1.47072
P: -1.01673 1.53954 1.15359
P: 1.05500 -0.14385 -1.41930
N: -1.78803 0.95539 2.64938
N: -1.84287 2.93235 0.69121
N: 1.83190 -1.82068 -1.07786
N: 1.56864 -0.22682 -3.10668
C: -1.64039 0.39754 -0.10674
C: -0.94102 -0.01976 -1.39712
C: -1.08505 0.33803 3.69033
C: -2.00042 -0.30282 4.54165
C: -3.30940 -0.06334 4.01187
C: -3.15400 0.66784 2.83829
C: -1.90550 4.11934 1.44693
C: -2.78252 4.96080 0.80457
C: -3.22643 4.32154 -0.39769
C: -2.61864 3.08461 -0.45724
C: 2.14364 -2.13970 0.27618
C: 2.54624 -3.50661 0.27913
C: 2.37801 -4.05106 -1.02344
C: 1.79200 -2.99944 -1.78497
C: 1.41803 -0.99487 -4.30197
C: 2.13853 -0.38832 -5.32828
C: 2.73177 0.78683 -4.79797
C: 2.39763 0.85555 -3.45968
H: -2.65696 0.65963 -0.38361
H: -1.77301 -0.51732 0.48981
H: -1.42974 -0.92344 -1.80237
H: -1.05762 0.73785 -2.19294
H: -0.00722 0.43395 3.79223
H: -1.72713 -0.92287 5.40180
H: -4.24538 -0.39000 4.46006
H: -3.87590 1.06632 2.16175
H: -1.28064 4.20842 2.36125
H: -3.07581 5.94258 1.17308
H: -3.90566 4.70508 -1.13013
H: -2.67463 2.31123 -1.19486
H: 2.58517 -1.35915 0.87045
H: 2.64248 -4.01550 1.20902
H: 2.56191 -5.04843 -1.32712
H: 1.21365 -3.14748 -2.68828
H: 0.82931 -1.90721 -4.30417
H: 2.24140 -0.74250 -6.33361
H: 3.31981 1.51523 -5.32932
H: 2.67477 1.53940 -2.67516
C: 2.32369 4.85562 0.01447
Si: 3.12824 3.14971 -0.14949
C: 4.22479 3.70246 -1.54384
C: 4.51326 3.22828 1.12218
O: 2.24091 1.87181 -0.33432
H: 3.18761 5.54297 0.00957
H: 1.73367 5.10356 0.89557
H: 1.74095 5.08834 -0.87970
H: 4.84725 4.49614 -1.17974
H: 4.91380 2.94002 -1.92729
H: 3.66506 4.12266 -2.36567
H: 4.26544 3.50255 2.14296
H: 5.25840 2.43471 1.13467
H: 5.02728 4.12790 0.70376

Atomic forces in eV per Å
0.2 0.3 -0.5
0.1 0.4 -1.7
0.6 -2.0 1.2
-0.9 0.6 -0.1
-0.8 -0.6 -0.9
0.9 1.1 0.9
-2.1 0.2 -0.3
1.0 -1.2 -0.1
0.0 0.5 1.2
1.5 -0.1 0.3
0.5 0.3 -0.3
0.3 0.3 0.1
-0.3 -0.1 -0.1
0.0 0.0 0.3
0.2 -0.1 0.3
-0.6 -0.7 0.1
0.5 0.4 0.0
-1.1 0.0 0.3
-0.1 0.1 -0.1
0.0 -0.2 0.1
-0.4 0.0 -0.3
-0.2 -0.1 0.3
0.0 0.5 -0.2
-0.4 -0.1 -0.8
0.4 -0.3 -0.1
-2.4 0.2 1.8
0.8 -1.4 0.2
-0.4 -0.2 -0.7
0.3 0.3 0.3
-2.4 -0.3 0.4
0.0 0.8 -1.4
1.5 -1.8 0.0
1.1 -0.8 -1.7
-0.9 -0.6 1.0
1.0 0.7 -1.1
0.5 0.4 -0.9
0.7 -0.4 1.1
-0.1 -0.2 -0.1
0.5 0.0 0.5
0.8 -1.1 0.4
-0.7 1.3 0.5
1.0 -0.8 -1.6
-0.8 1.0 -0.7
-1.1 2.7 0.5
1.3 -1.0 1.0
0.2 0.6 0.3
-0.8 -0.3 1.5
-0.3 0.0 1.1
-0.3 -0.4 -0.5
-0.1 0.4 0.5
0.3 0.3 -0.2
0.0 0.3 0.4
0.1 0.0 0.3
-0.5 -0.3 -0.1
-0.2 0.5 -0.4
0.3 0.1 -0.3
-0.3 0.1 -0.3
-0.8 0.1 -0.9
0.1 -0.3 -0.2
-0.1 0.2 -0.2
0.0 0.1 -0.2
0.1 0.3 0.2
0.9 -0.5 0.4
-0.1 -0.7 -0.3
0.8 0.5 -0.1
0.1 0.4 -0.1
-0.1 -0.2 -0.2
0.1 -0.1 0.0
0.0 0.2 0.0
0.0 0.3 0.3
1.0 1.0 0.0
0.4 -0.8 -1.2
0.4 0.9 0.2
-0.4 -0.1 0.2
-0.4 -0.1 0.1
-0.2 0.0 0.1
-0.1 0.0 0.0
0.3 0.5 0.1
-0.2 0.0 -0.1
-0.2 0.0 -0.6
-0.2 -0.2 0.3
-0.1 -0.2 -0.1
-0.1 -0.6 0.7

The orbital gap (spin up / spin down) comes out at 4.77 / 7.31 eV. As for the spin multiplicity: 2. The energy comes out at -110918.78704 eV. As for the energy above the lowest of the compared OMol25 structures with the same formula, charge and spin: 94.6 kcal/mol.

---

Record 3
Here is C30H44GaNO2S2Si as an isolated structure at a distorted geometry from OMol25. Energies are from ωB97M-V/def2-TZVPD.

CARTESIAN COORDINATES (ANGSTROEM)
Ga: -0.69589 0.57565 0.41466
O: -1.24599 -1.38425 0.35326
S: -1.62449 -2.87895 0.31556
C: -0.54539 -3.65845 1.61116
C: 0.87201 -4.04015 1.21916
C: 1.72661 -2.86015 0.74696
C: 2.23801 -2.00395 1.88996
S: 2.61841 -0.29175 1.32216
O: 1.33481 0.11705 0.58186
C: 3.82101 -0.69515 0.04896
C: 5.12711 -0.85415 0.48716
C: 6.12031 -1.13095 -0.43554
C: 5.80171 -1.23795 -1.78174
C: 4.49081 -1.07765 -2.20534
C: 3.48991 -0.79925 -1.28774
C: -0.83719 -3.53145 -1.17354
C: -0.91529 -4.90445 -1.36104
C: -0.30789 -5.47325 -2.46684
C: 0.35331 -4.66765 -3.38264
C: 0.38251 -3.29245 -3.21164
C: -0.22039 -2.71655 -2.10554
H: -1.09789 -4.54205 1.92516
H: -0.56739 -2.93415 2.42436
H: 0.83991 -4.78595 0.42346
H: 1.34321 -4.51725 2.08196
H: 1.12521 -2.23045 0.09056
H: 2.57241 -3.23985 0.17116
H: 3.14511 -2.40835 2.33496
H: 1.48641 -1.88275 2.67106
H: 5.35391 -0.75605 1.53786
H: 7.13991 -1.25275 -0.10674
H: 6.57991 -1.43745 -2.50214
H: 4.25341 -1.16065 -3.25354
H: 2.46621 -0.65275 -1.60314
H: -1.44189 -5.51775 -0.64624
H: -0.35129 -6.54045 -2.61184
H: 0.83471 -5.11215 -4.23754
H: 0.87091 -2.66915 -3.94434
H: -0.21059 -1.64025 -1.96824
C: -1.11369 0.45075 5.59976
C: -2.21349 0.36445 4.75696
C: -2.00069 0.32095 3.38926
N: -0.78739 0.38735 2.84636
C: 0.26261 0.48995 3.65616
C: 0.15211 0.50505 5.03546
H: -1.24289 0.48565 6.66906
H: -3.21459 0.34525 5.15316
H: -2.82619 0.24815 2.68996
H: 1.22831 0.57865 3.17596
H: 1.03871 0.58065 5.64366
C: -3.65749 2.64775 0.55456
Si: -2.03239 2.60875 -0.44464
C: -2.37629 2.08855 -2.28574
C: -1.08259 1.80235 -3.04214
C: -3.21379 0.81025 -2.26504
C: -3.16039 3.19505 -2.99334
C: -0.78479 3.99885 0.07826
C: 0.54521 3.83975 -0.65314
C: -0.52679 3.86725 1.57626
C: -1.39269 5.37035 -0.21404
H: -4.36229 3.33995 0.09936
H: -3.50189 2.96795 1.57986
H: -4.13229 1.67095 0.57846
H: -0.45199 1.10865 -2.47384
H: -0.52209 2.71195 -3.23704
H: -1.31399 1.34205 -4.00064
H: -2.71019 0.02895 -1.68624
H: -3.34679 0.44755 -3.28254
H: -4.19989 0.98505 -1.84324
H: -2.60499 4.12775 -3.01834
H: -4.11629 3.37255 -2.50914
H: -3.36079 2.90195 -4.02154
H: 0.91271 2.81225 -0.56444
H: 1.29131 4.49865 -0.21464
H: 0.45571 4.09655 -1.70454
H: -0.09929 2.88625 1.80556
H: -1.43539 4.00415 2.15686
H: 0.18591 4.62535 1.89166
H: -1.58589 5.50595 -1.27354
H: -0.70519 6.15315 0.09786
H: -2.32309 5.51275 0.32756

Atomic forces in eV per Å
0.6 -1.0 1.4
-0.1 0.4 -0.1
1.0 0.3 -0.1
-0.1 -0.1 -0.3
0.1 0.2 -0.2
0.0 -0.1 -0.1
-0.1 0.3 -0.2
-0.1 -0.9 -0.3
-0.7 0.4 -0.3
-0.1 0.2 0.2
-0.1 0.0 0.1
0.0 0.0 0.0
0.0 0.0 0.1
0.0 0.0 0.1
-0.3 0.1 0.0
-0.3 0.0 0.1
-0.1 0.1 0.0
0.0 0.0 0.0
0.0 0.0 0.0
0.0 -0.1 0.0
-0.1 0.4 0.3
-0.1 0.0 0.1
-0.2 0.1 0.0
0.1 0.0 0.1
-0.1 -0.1 0.0
0.1 -0.1 -0.1
-0.1 0.1 0.0
0.1 0.1 0.1
0.0 0.1 0.1
0.2 0.0 0.2
0.1 0.0 0.0
0.1 0.0 -0.1
-0.1 0.0 -0.1
0.0 0.0 -0.1
-0.1 -0.2 0.1
0.0 -0.1 0.0
0.0 -0.1 -0.1
0.0 0.1 -0.1
0.0 -0.1 0.0
0.0 0.0 -0.2
0.2 0.0 0.0
-0.4 0.0 0.1
0.0 0.1 -1.1
0.3 0.0 0.1
-0.1 0.0 -0.1
0.0 0.0 0.1
-0.1 -0.1 0.0
-0.1 0.0 0.1
0.0 0.1 0.1
0.1 0.0 0.1
0.8 -0.2 -0.2
-0.2 0.1 -0.2
0.3 0.1 0.6
0.0 0.1 0.3
0.1 0.1 0.3
0.1 0.0 0.2
-0.3 -0.5 -0.3
-0.2 -0.2 -0.1
-0.2 -0.2 -0.1
-0.1 -0.2 -0.1
0.0 0.1 -0.2
0.1 0.1 0.2
-0.1 -0.1 -0.1
0.2 0.0 -0.1
0.2 0.0 0.0
0.0 -0.1 -0.1
-0.1 -0.2 -0.1
0.0 -0.1 -0.1
-0.1 -0.1 0.1
0.1 0.2 -0.1
-0.2 0.1 0.0
0.0 -0.1 -0.2
0.2 0.0 -0.1
0.1 0.1 0.1
0.1 -0.1 -0.2
0.1 0.0 0.2
-0.1 0.0 0.2
0.1 0.1 0.1
-0.1 0.1 -0.2
0.1 0.1 0.1
-0.2 0.1 0.1

The orbital gap comes out at 9.14 eV. Its charge is +2. The energy comes out at -119320.67475 eV. As for the energy above the lowest of the compared OMol25 structures with the same formula, charge and spin: 14.3 kcal/mol.